This record from OMol25 describes C24H32N6O as an isolated structure at a distorted geometry. The level of theory is the ωB97M-V functional and the def2-TZVPD basis.

Computed properties:
2S+1: 1
Energy relative to the best compared isomer or geometry (same formula, charge and spin), kcal per mole: 540.3
Highest occupied orbital energy, eV: -7.4
Frontier orbital gap, eV: 7.77
Calculated total energy, Eh: -1336.70207
Lowest unoccupied orbital energy, eV: 0.340

Each line ends with the Löwdin charge.
Element x y z (Å)
C  1.8620  3.1872  -5.1426  -0.0524
C  1.4439  2.9751  -3.6743  -0.2728
C  1.8313  1.7303  -3.0111  -0.0080
C  1.6273  1.6003  -1.7715  -0.1103
C  0.8486  2.6855  -1.2045  -0.1775
C  0.6290  3.7768  -1.7524  -0.0775
C  1.0246  4.0064  -3.0533  -0.0768
H  0.4210  4.7341  -3.6296  0.1471
H  -0.0410  4.3924  -1.2500  0.1157
N  0.7074  2.3823  0.2674  0.1788
C  1.1283  1.0087  1.0085  -0.4959
O  0.8304  1.0272  2.0700  0.1776
C  1.6495  0.3122  0.0904  -0.2000
C  2.0681  0.3005  -1.0240  0.0477
H  2.5029  -0.3921  -1.7432  0.1322
C  2.1921  -1.1027  0.9498  0.0126
N  0.9806  -1.9084  1.0581  -0.1345
C  -0.1298  -1.5299  1.7182  -0.1998
C  -1.2227  -0.7560  0.9941  -0.3522
N  -0.9016  -0.3761  -0.2805  0.0954
N  -2.0113  0.5131  -0.6723  0.1111
N  -2.4600  0.6689  0.5054  -0.0096
N  -2.1069  -0.0864  1.5149  -0.0456
C  -2.4794  -0.0012  2.8759  -0.2555
H  -2.6011  -1.1439  3.1448  0.1863
C  -4.2282  0.3208  2.8693  -0.0515
C  -4.3362  1.8566  3.4405  -0.2377
C  -3.0281  2.2000  3.4050  -0.3338
H  -2.6832  3.2003  4.0394  0.1707
H  -2.8235  2.7792  2.3789  0.1493
C  -2.0616  1.0789  3.5968  -0.2074
H  -1.0677  1.3783  3.1432  0.1323
H  -1.9939  0.9075  4.6899  0.1515
H  -5.1367  2.3728  2.9784  0.1040
H  -4.5330  1.5946  4.5123  0.1246
H  -4.7186  -0.6390  3.4484  0.1239
H  -4.6774  0.3396  1.6978  0.1338
H  0.3122  -0.9951  2.7672  0.1909
H  -0.7970  -2.4825  2.0663  0.1561
C  0.9150  -3.2645  0.0838  -0.2936
C  0.9024  -2.5830  -1.2778  -0.0871
C  0.7337  -3.9625  -2.2201  -0.2339
C  1.5293  -5.0299  -2.1271  -0.2619
C  1.5167  -5.3291  -0.6563  -0.2611
C  1.7986  -4.3571  0.1995  -0.2887
H  1.6662  -4.4437  1.4317  0.2062
H  2.7817  -3.7667  0.1155  0.1604
H  2.1432  -6.0638  -0.3626  0.0787
H  0.3748  -5.9421  -0.3261  0.2234
H  1.2829  -5.9955  -2.7191  0.1767
H  2.3892  -4.7795  -2.3533  0.0456
H  -0.6077  -4.2726  -2.0618  0.1904
H  0.2874  -3.6176  -3.2468  0.1157
H  0.1826  -1.7575  -1.4954  0.1028
H  1.8563  -2.2683  -1.5250  0.0554
H  -0.0930  -3.5837  0.4420  0.1399
H  2.3204  -0.8322  1.8755  0.0488
H  2.9692  -1.6643  0.4200  0.1245
H  0.2396  2.9699  0.8471  0.0581
H  2.6319  1.1219  -3.4044  0.1255
H  2.3322  2.4259  -5.6752  0.0259
H  2.3946  4.1397  -5.2797  0.0733
H  0.8168  3.2068  -5.7960  0.1323